one.
Molecular formula: C41H29Cl5F9N2O7P2STi
Method: DFT, ωB97M-V/def2-TZVPD

Output
M, u: 1151.8
LUMO energy (spin up / spin down), eV: 3.77 / 3.78
HOMO-LUMO gap (spin up / spin down), Eh: 0.16515 / 0.16875

```
! wB97M-V def2-TZVPD RIJCOSX def2/J DEFGRID3
* xyz -2 2
Ti -1.09 -1.17 0.45
Cl -3.20 0.98 2.41
C -4.02 -0.34 1.60
C -3.25 -1.25 0.90
C -3.95 -2.29 0.32
Cl -3.07 -3.51 -0.58
C -5.34 -2.42 0.36
Cl -6.17 -3.72 -0.41
C -6.07 -1.45 1.05
Cl -7.80 -1.56 1.12
C -5.41 -0.40 1.68
Cl -6.32 0.80 2.53
O -1.57 -3.96 3.10
C -0.90 -3.03 2.68
O -0.54 -2.86 1.45
C -0.32 -2.02 3.65
C 0.02 -2.51 4.89
C 0.70 -1.70 5.81
C 1.04 -0.40 5.50
C 0.64 0.09 4.28
C -0.05 -0.66 3.28
O -0.33 -0.17 2.13
N 0.94 1.49 4.04
O 2.04 1.91 4.39
O 0.08 2.20 3.55
N 1.09 -2.24 7.09
O 0.83 -3.40 7.34
O 1.69 -1.51 7.87
H -0.24 -3.53 5.14
H 1.58 0.23 6.19
C -0.56 -3.33 -3.80
C 0.82 -3.18 -3.17
P 0.66 -2.96 -1.34
C 2.33 -2.35 -0.80
C 3.56 -2.71 -1.63
C 0.59 -4.71 -0.76
C 1.85 -5.57 -0.84
H -0.49 -3.44 -4.88
H -1.18 -2.46 -3.57
H -1.08 -4.20 -3.41
H 1.33 -2.31 -3.58
H 1.47 -4.03 -3.39
H 2.44 -2.68 0.24
H 2.24 -1.26 -0.74
H 3.69 -3.78 -1.75
H 4.47 -2.30 -1.17
H 3.49 -2.28 -2.63
H -0.21 -5.17 -1.35
H 0.20 -4.65 0.25
H 2.22 -5.66 -1.86
H 1.65 -6.57 -0.46
H 2.65 -5.15 -0.23
F 5.46 4.23 1.80
C 5.53 3.15 0.99
F 6.21 2.21 1.66
F 6.31 3.53 -0.05
C 4.18 2.68 0.54
C 3.48 1.77 1.33
C 2.22 1.36 0.91
C 1.63 1.86 -0.25
C 2.36 2.77 -1.01
C 3.62 3.18 -0.63
P -0.10 1.11 -0.64
C -1.10 2.51 -0.02
C -2.41 2.64 -0.48
C -3.22 3.65 0.00
C -2.75 4.51 0.98
C -1.46 4.37 1.47
C -0.63 3.38 0.96
C -3.65 5.57 1.54
F -2.97 6.62 2.04
F -4.42 5.11 2.54
F -4.50 6.07 0.61
C 0.01 1.43 -2.43
C 0.51 0.41 -3.23
C 0.67 0.58 -4.59
C 0.32 1.79 -5.17
C -0.19 2.82 -4.39
C -0.35 2.64 -3.03
C 0.54 2.01 -6.63
F -0.39 2.82 -7.18
F 0.53 0.87 -7.35
F 1.74 2.60 -6.89
H 3.90 1.39 2.24
H 1.67 0.64 1.51
H 1.94 3.17 -1.93
H 4.18 3.88 -1.24
H -2.79 1.95 -1.22
H -4.24 3.75 -0.37
H -1.09 5.03 2.25
H 0.37 3.29 1.35
H 0.73 -0.54 -2.77
H 1.05 -0.24 -5.20
H -0.49 3.76 -4.85
H -0.76 3.44 -2.43
S -2.85 -0.25 -2.51
C -1.97 -0.37 -1.15
*
```

two.
Molecular formula: C41H29Cl5F9N2O7P2STi
Method: DFT, ωB97M-V/def2-TZVPD

Output
M, u: 1151.8
LUMO energy (spin up / spin down), eV: 3.47 / 3.47
HOMO-LUMO gap (spin up / spin down), Eh: 0.13572 / 0.16190

```
! wB97M-V def2-TZVPD RIJCOSX def2/J DEFGRID3
* xyz -2 2
Ti -0.34 -0.30 1.21
Cl 1.27 -0.99 4.51
C -0.47 -0.94 4.44
C -1.07 -0.78 3.19
C -2.45 -0.78 3.21
Cl -3.20 -0.60 1.61
C -3.24 -0.90 4.33
Cl -4.97 -0.89 4.23
C -2.60 -1.06 5.56
Cl -3.54 -1.24 7.00
C -1.21 -1.07 5.61
Cl -0.41 -1.27 7.13
O 3.79 -0.62 0.57
C 2.76 -0.11 1.00
O 1.59 -0.66 0.84
C 2.86 1.17 1.79
C 4.12 1.75 1.97
C 4.19 2.97 2.63
C 3.11 3.55 3.27
C 1.86 2.90 3.25
C 1.73 1.80 2.33
O 0.54 1.33 1.91
N 0.91 3.22 4.19
O 0.00 2.38 4.45
O 1.05 4.29 4.85
N 5.49 3.64 2.72
O 5.53 4.77 3.19
O 6.47 3.06 2.28
H 4.99 1.28 1.54
H 3.22 4.46 3.85
C -2.16 -3.77 -0.99
C -0.74 -3.96 -0.46
P -0.48 -3.00 1.09
C 1.16 -3.59 1.72
C 1.72 -4.89 1.16
C -1.68 -3.82 2.22
C -1.65 -5.34 2.31
H -2.29 -4.23 -1.97
H -2.40 -2.70 -1.08
H -2.89 -4.21 -0.31
H 0.01 -3.60 -1.17
H -0.53 -5.03 -0.31
H 1.05 -3.64 2.81
H 1.85 -2.77 1.53
H 1.06 -5.75 1.31
H 2.67 -5.12 1.64
H 1.91 -4.80 0.09
H -2.68 -3.47 1.94
H -1.49 -3.39 3.20
H -1.83 -5.82 1.34
H -2.41 -5.70 3.00
H -0.69 -5.70 2.67
F 0.51 -1.46 -7.86
C -0.61 -1.78 -7.17
F -0.75 -3.11 -7.25
F -1.64 -1.23 -7.85
C -0.55 -1.28 -5.75
C -0.67 -2.16 -4.69
C -0.62 -1.66 -3.39
C -0.45 -0.30 -3.15
C -0.33 0.56 -4.24
C -0.38 0.08 -5.53
P -0.45 0.36 -1.41
C 1.07 1.37 -1.51
C 1.17 2.60 -0.87
C 2.38 3.28 -0.84
C 3.50 2.72 -1.44
C 3.41 1.49 -2.06
C 2.21 0.81 -2.10
C 4.82 3.43 -1.43
F 5.81 2.65 -0.98
F 5.18 3.81 -2.69
F 4.81 4.55 -0.69
C -1.86 1.51 -1.66
C -1.76 2.85 -2.02
C -2.90 3.63 -2.18
C -4.15 3.06 -1.98
C -4.27 1.73 -1.62
C -3.13 0.97 -1.46
C -5.37 3.91 -2.20
F -5.29 5.09 -1.55
F -5.53 4.22 -3.51
F -6.50 3.31 -1.80
H -0.80 -3.22 -4.86
H -0.70 -2.34 -2.56
H -0.19 1.62 -4.07
H -0.28 0.76 -6.37
H 0.32 3.02 -0.34
H 2.45 4.22 -0.30
H 4.30 1.03 -2.48
H 2.16 -0.17 -2.56
H -0.79 3.31 -2.17
H -2.81 4.67 -2.44
H -5.25 1.29 -1.44
H -3.22 -0.07 -1.16
S -1.48 3.15 1.65
C -0.89 1.63 1.56
*
```

Verdict on stability: one comes out on top.

one.
Molecular formula: C29H33BrGeN6S4SbTc
Method: DFT, ωB97M-V/def2-TZVPD

Output
M, u: 966.2
LUMO energy (spin up / spin down), eV: 1.53 / 1.53
HOMO-LUMO gap (spin up / spin down), Eh: 0.16196 / 0.17833

```
! wB97M-V def2-TZVPD RIJCOSX def2/J DEFGRID3
* xyz -1 4
Tc -0.94 -0.26 1.72
S 0.31 2.71 6.47
Sb 0.86 2.13 4.35
S 0.92 -1.40 2.62
S -1.20 1.47 3.25
S 1.84 3.65 2.92
C -6.48 0.77 1.70
C -5.46 -0.20 2.19
C -5.78 -1.28 3.01
C -4.79 -2.14 3.45
C -3.48 -1.89 3.06
Br -2.12 -3.04 3.65
N -3.15 -0.86 2.28
C -4.12 -0.04 1.87
H -7.44 0.62 2.20
H -6.65 0.66 0.62
H -6.17 1.80 1.88
H -6.81 -1.45 3.31
H -5.00 -2.97 4.10
H -3.80 0.80 1.28
C -3.30 2.11 -2.70
N -2.09 2.08 -1.89
C -1.73 3.40 -1.39
C -1.92 1.03 -1.00
N -1.66 1.16 0.25
N -2.04 -0.22 -1.60
C -1.59 -1.45 -1.13
N -1.74 -2.43 -2.11
N -1.04 -1.62 0.00
H -3.14 2.78 -3.55
H -4.15 2.48 -2.12
H -3.56 1.13 -3.09
H -1.60 4.06 -2.25
H -0.79 3.35 -0.86
H -2.51 3.81 -0.74
H -1.61 2.11 0.58
H -2.02 -0.17 -2.61
H -2.58 -2.37 -2.66
H -1.51 -3.36 -1.82
H -0.71 -2.57 0.18
C 1.11 0.00 1.49
Ge 2.30 -0.37 0.03
C 4.16 -0.28 0.64
C 4.49 0.62 1.65
C 5.81 0.76 2.07
C 6.81 -0.01 1.50
C 6.50 -0.91 0.49
C 5.18 -1.03 0.06
C 2.09 -2.12 -0.84
C 2.68 -3.24 -0.25
C 2.56 -4.51 -0.80
C 1.84 -4.68 -1.98
C 1.25 -3.59 -2.59
C 1.37 -2.33 -2.01
C 2.10 1.08 -1.29
C 1.80 2.35 -0.77
C 1.70 3.45 -1.60
C 1.86 3.31 -2.97
C 2.15 2.07 -3.51
C 2.27 0.97 -2.67
H 1.49 0.87 2.02
H 3.74 1.23 2.13
H 6.04 1.46 2.86
H 7.84 0.09 1.83
H 7.27 -1.51 0.03
H 4.96 -1.74 -0.73
H 3.22 -3.13 0.68
H 3.02 -5.36 -0.32
H 1.76 -5.67 -2.43
H 0.68 -3.71 -3.50
H 0.89 -1.49 -2.50
H 1.68 2.48 0.30
H 1.50 4.43 -1.17
H 1.77 4.18 -3.62
H 2.29 1.95 -4.57
H 2.54 0.01 -3.10
*
```

two.
Molecular formula: C29H33BrGeN6S4SbTc
Method: DFT, ωB97M-V/def2-TZVPD

Output
M, u: 966.2
LUMO energy (spin up / spin down), eV: 1.95 / 1.83
HOMO-LUMO gap (spin up / spin down), Eh: 0.21671 / 0.21331

```
! wB97M-V def2-TZVPD RIJCOSX def2/J DEFGRID3
* xyz -1 4
Tc 0.90 0.44 2.58
S 6.37 -0.96 4.29
Sb 4.23 -1.63 4.51
S 2.83 1.00 3.79
S 1.12 0.62 4.92
S 3.62 -2.87 2.63
C -1.70 3.47 -1.16
C -1.39 3.55 0.31
C -2.10 4.36 1.18
C -1.71 4.45 2.51
C -0.63 3.69 2.93
Br 0.03 4.05 4.66
N 0.02 2.84 2.14
C -0.35 2.81 0.85
H -2.36 4.29 -1.45
H -2.18 2.52 -1.40
H -0.79 3.52 -1.75
H -2.93 4.95 0.82
H -2.21 5.11 3.20
H 0.22 2.14 0.22
C -3.43 -1.45 3.50
N -2.47 -2.27 2.79
C -2.30 -3.58 3.39
C -1.34 -1.64 2.27
N -1.03 -0.39 2.58
N -0.62 -2.35 1.42
C 0.56 -2.01 0.62
N 1.16 -3.28 0.36
N 1.50 -1.11 1.40
H -4.34 -2.03 3.63
H -3.68 -0.56 2.91
H -3.08 -1.14 4.49
H -3.20 -4.18 3.22
H -2.13 -3.50 4.47
H -1.45 -4.10 2.96
H -1.62 -0.03 3.32
H -1.00 -3.24 1.13
H 1.64 -3.66 1.17
H 1.82 -3.23 -0.41
H 2.28 -1.62 1.89
C 1.74 0.06 0.66
Ge 0.73 -0.34 -1.05
C 1.86 -1.53 -2.14
C 3.22 -1.24 -2.23
C 4.09 -2.06 -2.94
C 3.60 -3.18 -3.60
C 2.25 -3.49 -3.52
C 1.39 -2.67 -2.79
C -1.22 -0.43 -1.40
C -1.76 -1.00 -2.56
C -3.13 -1.09 -2.75
C -4.00 -0.60 -1.79
C -3.49 -0.01 -0.65
C -2.12 0.07 -0.46
C 1.10 1.39 -2.06
C 2.02 2.34 -1.60
C 2.32 3.49 -2.33
C 1.72 3.70 -3.56
C 0.81 2.77 -4.04
C 0.51 1.64 -3.29
H 2.79 0.36 0.61
H 3.62 -0.36 -1.74
H 5.14 -1.81 -2.98
H 4.28 -3.82 -4.15
H 1.87 -4.37 -4.01
H 0.36 -2.97 -2.70
H -1.10 -1.38 -3.34
H -3.52 -1.54 -3.66
H -5.07 -0.66 -1.94
H -4.16 0.39 0.10
H -1.75 0.52 0.45
H 2.50 2.21 -0.64
H 3.03 4.21 -1.94
H 1.95 4.58 -4.14
H 0.33 2.92 -5.01
H -0.22 0.93 -3.69
*
```

Verdict on stability: one comes out on top.